Record 1
A molecular structure, C44H45F6N9O4STl in a non-equilibrium geometry. Source: the Open Molecules 2025 dataset; level of theory: the ωB97M-V functional and the def2-TZVPD basis.

Each line ends with the Löwdin charge.
Element x y z (Å)
Tl  -2.072  0.746  0.555  1.014
C  -2.038  -2.172  2.920  -0.054
N  -1.323  -0.922  3.029  -0.180
C  0.062  -1.066  2.641  -0.075
C  -1.708  0.032  3.928  -0.179
C  -2.578  -0.287  4.985  -0.014
C  -3.007  0.662  5.880  -0.046
C  -2.654  2.003  5.700  -0.062
C  -1.838  2.358  4.665  -0.004
C  -1.274  1.400  3.783  -0.212
N  -0.487  1.727  2.745  0.102
C  -0.014  2.980  2.568  -0.219
C  0.387  3.831  3.627  -0.036
C  0.648  5.163  3.425  -0.077
C  0.481  5.708  2.154  -0.066
C  0.241  4.878  1.084  -0.017
C  0.105  3.496  1.237  -0.195
N  0.026  2.649  0.145  -0.222
C  1.063  1.634  0.101  -0.056
C  -0.241  3.224  -1.154  -0.061
H  -1.703  -2.902  3.666  0.104
H  -1.842  -2.580  1.927  0.099
H  -3.110  -2.017  3.019  0.077
H  0.539  -1.839  3.256  0.105
H  0.584  -0.127  2.777  0.077
H  0.092  -1.360  1.595  0.041
H  -2.869  -1.313  5.135  0.111
H  -3.628  0.380  6.717  0.113
H  -3.029  2.760  6.372  0.109
H  -1.641  3.402  4.482  0.109
H  0.528  3.397  4.608  0.122
H  0.953  5.791  4.248  0.107
H  0.604  6.766  1.994  0.106
H  0.209  5.308  0.096  0.106
H  2.039  2.083  -0.143  0.109
H  0.811  0.905  -0.664  0.063
H  1.129  1.134  1.063  0.074
H  0.637  3.742  -1.563  0.101
H  -1.075  3.916  -1.080  0.089
H  -0.533  2.423  -1.830  0.081
F  -6.940  -4.788  -0.703  0.110
C  -6.449  -3.663  -0.164  -0.141
C  -5.176  -3.219  -0.503  -0.146
F  -4.425  -3.927  -1.358  0.109
C  -4.664  -2.063  0.060  -0.238
F  -3.410  -1.693  -0.273  0.010
C  -5.387  -1.299  0.988  -0.587
S  -4.783  0.135  1.718  0.622
C  -6.667  -1.783  1.319  -0.247
F  -7.403  -1.109  2.215  0.070
C  -7.195  -2.932  0.759  -0.145
F  -8.415  -3.356  1.111  0.114
F  4.165  -2.565  1.293  0.046
C  3.687  -2.410  0.029  -0.178
C  2.420  -1.908  -0.093  0.092
C  1.839  -1.694  -1.336  -0.038
C  0.429  -1.260  -1.406  -0.332
O  -0.271  -1.285  -0.396  -0.038
C  0.016  -0.863  -2.728  -0.007
C  0.837  -1.067  -3.782  0.049
N  2.098  -1.583  -3.708  0.000
C  2.860  -1.747  -4.912  -0.260
C  2.869  -0.640  -5.922  -0.076
C  4.097  -0.910  -5.113  -0.101
C  2.622  -1.905  -2.484  -0.118
C  3.902  -2.458  -2.336  0.059
C  4.444  -2.763  -1.094  -0.142
N  5.717  -3.372  -1.026  -0.102
C  6.319  -3.574  0.286  -0.138
C  7.722  -4.169  0.099  -0.084
N  8.198  -3.743  -1.241  0.050
C  7.443  -4.462  -2.307  -0.076
C  5.967  -4.527  -1.868  -0.126
C  -1.335  -0.171  -3.002  -0.620
O  -1.754  -0.209  -4.151  0.036
O  -1.857  0.434  -2.032  -0.153
H  1.858  -1.690  0.796  0.115
H  0.467  -0.829  -4.770  0.146
H  2.877  -2.772  -5.275  0.156
H  2.309  0.253  -5.694  0.112
H  2.866  -0.903  -6.968  0.111
H  4.359  -0.204  -4.338  0.112
H  4.948  -1.368  -5.595  0.101
H  4.487  -2.654  -3.219  0.105
H  5.729  -4.242  0.925  0.141
H  6.389  -2.606  0.786  0.137
H  7.713  -5.261  0.132  0.140
H  8.395  -3.807  0.877  0.143
H  9.207  -3.877  -1.352  0.193
H  7.976  -2.741  -1.322  0.191
H  7.855  -5.464  -2.431  0.140
H  7.554  -3.911  -3.243  0.139
H  5.771  -5.458  -1.317  0.139
H  5.314  -4.521  -2.738  0.128
C  -4.200  5.779  0.984  -0.014
N  -4.369  4.670  0.078  -0.045
C  -5.260  4.678  -0.935  -0.042
C  -5.315  3.671  -1.839  0.012
C  -4.369  2.605  -1.689  -0.361
N  -3.556  2.591  -0.639  0.110
C  -3.520  3.565  0.274  -0.545
O  -2.750  3.557  1.225  0.003
N  -4.230  1.612  -2.551  0.207
H  -4.781  6.637  0.653  0.092
H  -3.139  6.037  1.017  0.093
H  -4.503  5.490  1.991  0.102
H  -5.903  5.545  -0.995  0.132
H  -6.020  3.683  -2.652  0.107
H  -4.760  1.564  -3.402  0.122
H  -3.394  1.010  -2.407  0.065

Charge ... +1
Orbital gap (spin up / spin down) ... 4.512 / 4.520 eV
E_tot ... -3667.02764 Eh
Multiplicity ... 1

Record 2
6 unconnected molecules or ions with the total composition C44H46ClNO26P in a non-equilibrium geometry. Source: the Open Molecules 2025 dataset; level of theory: the ωB97M-V functional and the def2-TZVPD basis.

Each line ends with the Löwdin charge.
Element x y z (Å)
C  2.906  -0.473  -2.002  -0.045
C  2.001  0.634  -2.312  -0.126
C  0.570  0.257  -2.968  -0.206
N  -0.333  1.437  -3.123  -0.187
P  -0.707  2.225  -1.585  0.716
O  -0.469  1.120  -0.250  -0.383
Cl  0.703  3.846  -1.398  0.114
C  -1.656  1.061  -3.752  -0.473
O  -2.679  1.800  -3.066  -0.220
C  -3.889  1.924  -3.852  -0.099
C  -5.083  2.219  -2.776  -0.357
C  -6.183  1.052  -2.724  -0.068
O  -5.628  3.543  -3.003  -0.092
O  -1.889  -0.353  -3.845  -0.083
C  -2.551  -0.889  -2.677  -0.160
C  -2.132  -2.438  -2.429  -0.282
C  -2.908  -2.965  -1.106  -0.083
C  -2.516  -3.403  -3.650  -0.360
C  -1.264  -3.710  -4.643  -0.083
C  -3.847  -2.969  -4.454  -0.076
C  -1.570  1.608  -5.289  -0.506
O  -1.423  2.869  -5.509  -0.089
O  -1.603  0.781  -6.387  -0.174
H  2.661  -1.081  -1.050  0.063
H  3.805  -0.760  -2.664  0.033
H  2.316  1.694  -2.043  0.057
H  0.148  -0.582  -2.301  0.105
H  0.779  -0.176  -4.002  0.146
H  -1.389  1.036  0.106  0.040
H  -4.142  0.917  -4.353  0.143
H  -3.902  2.805  -4.574  0.146
H  -4.601  2.245  -1.723  0.145
H  -6.438  0.609  -3.742  0.080
H  -7.141  1.537  -2.295  0.084
H  -5.822  0.261  -1.965  0.080
H  -4.861  4.149  -2.850  0.108
H  -2.132  -0.330  -1.752  0.113
H  -3.684  -0.737  -2.697  0.113
H  -1.015  -2.494  -2.211  0.122
H  -3.878  -3.456  -1.495  0.082
H  -3.129  -2.104  -0.381  0.077
H  -2.271  -3.754  -0.587  0.077
H  -2.764  -4.433  -3.180  0.120
H  -0.337  -3.838  -3.965  0.075
H  -1.113  -2.877  -5.417  0.090
H  -1.390  -4.737  -5.158  0.074
H  -4.390  -3.938  -4.733  0.064
H  -3.501  -2.358  -5.356  0.098
H  -4.570  -2.350  -3.827  0.071
C  2.241  2.656  5.104  0.075
C  1.079  3.147  4.669  -0.200
C  0.657  3.000  3.246  -0.298
O  -0.420  3.445  2.890  0.124
C  1.572  2.320  2.324  0.087
C  2.736  1.831  2.759  -0.214
C  3.145  1.955  4.186  -0.305
O  4.210  1.479  4.553  0.089
O  3.598  1.200  1.915  0.098
O  0.230  3.804  5.508  0.050
H  2.559  2.754  6.134  0.132
H  1.262  2.235  1.290  0.102
H  4.360  0.940  2.467  0.115
H  -0.536  4.058  4.956  0.107
C  6.593  4.123  8.134  0.075
C  6.373  3.588  6.930  -0.213
C  7.408  2.759  6.247  -0.306
O  7.167  2.271  5.159  0.122
C  8.695  2.570  6.926  0.078
C  8.915  3.109  8.127  -0.226
C  7.871  3.914  8.821  -0.318
O  8.102  4.375  9.927  0.102
O  10.105  2.944  8.768  0.088
O  5.193  3.776  6.280  0.087
H  5.851  4.724  8.641  0.136
H  9.444  1.982  6.413  0.136
H  10.013  3.426  9.613  0.114
H  5.279  3.288  5.435  0.091
C  -8.016  -5.358  -7.492  0.073
C  -6.799  -4.838  -7.313  -0.218
C  -5.601  -5.708  -7.141  -0.311
O  -4.504  -5.199  -6.999  0.111
C  -5.800  -7.162  -7.145  0.079
C  -7.017  -7.680  -7.320  -0.226
C  -8.211  -6.811  -7.520  -0.318
O  -9.305  -7.321  -7.695  0.099
O  -7.218  -9.027  -7.323  0.087
O  -6.604  -3.493  -7.283  0.103
H  -8.894  -4.739  -7.620  0.136
H  -4.925  -7.782  -7.001  0.137
H  -8.177  -9.146  -7.468  0.113
H  -5.643  -3.372  -7.143  0.115
C  7.588  -4.362  -3.734  0.074
C  6.797  -3.288  -3.659  -0.216
C  5.831  -3.112  -2.537  -0.285
O  5.138  -2.110  -2.490  0.074
C  5.752  -4.170  -1.525  0.086
C  6.540  -5.245  -1.603  -0.223
C  7.525  -5.408  -2.710  -0.316
O  8.241  -6.395  -2.738  0.103
O  6.476  -6.237  -0.673  0.091
O  6.842  -2.311  -4.604  0.102
H  8.294  -4.501  -4.542  0.136
H  5.034  -4.039  -0.726  0.140
H  7.142  -6.895  -0.950  0.114
H  6.180  -1.648  -4.324  0.121
C  -0.651  6.361  9.836  0.076
C  -0.531  5.875  8.598  -0.213
C  -1.698  5.296  7.875  -0.289
O  -1.553  4.881  6.740  0.109
C  -2.986  5.246  8.574  0.083
C  -3.105  5.728  9.813  -0.223
C  -1.944  6.333  10.526  -0.316
O  -2.095  6.780  11.651  0.105
O  -4.293  5.687  10.477  0.092
O  0.662  5.890  7.945  0.102
H  0.187  6.786  10.372  0.136
H  -3.821  4.807  8.045  0.138
H  -4.118  6.096  11.347  0.115
H  0.487  5.485  7.070  0.100

Charge ... -1
Orbital gap ... 3.785 eV
E_tot ... -4516.55983 Eh
Multiplicity ... 1

Record 3
A molecular structure, C44H46F4N7PS2Sn. Source: the Open Molecules 2025 dataset; level of theory: the ωB97M-V functional and the def2-TZVPD basis.

Each line ends with the Löwdin charge.
Element x y z (Å)
Sn  0.505  -0.501  -0.103  1.015
C  3.752  -1.329  -3.103  -0.153
N  3.835  -0.873  -1.735  -0.273
C  4.325  0.486  -1.670  -0.123
C  4.593  -1.791  -0.896  -0.223
C  4.147  -1.866  0.575  -0.255
N  3.810  -0.568  1.107  0.010
C  3.923  -0.293  2.379  -0.230
C  3.723  1.077  2.797  -0.175
F  3.447  1.992  1.833  0.042
C  3.838  1.512  4.084  -0.266
F  3.649  2.836  4.338  0.037
C  4.136  0.667  5.151  -0.013
C  4.316  -0.660  4.798  -0.258
F  4.592  -1.561  5.782  0.033
C  4.227  -1.130  3.510  -0.149
F  4.409  -2.474  3.330  0.024
H  4.739  -1.353  -3.611  0.075
H  3.318  -2.329  -3.140  0.007
H  3.103  -0.658  -3.672  0.077
H  5.355  0.565  -2.075  0.075
H  3.676  1.141  -2.258  0.060
H  4.311  0.818  -0.633  0.061
H  4.468  -2.789  -1.328  0.096
H  5.674  -1.558  -0.940  0.107
H  3.286  -2.553  0.607  0.094
H  4.953  -2.363  1.126  0.098
H  4.194  1.012  6.171  0.100
C  -0.050  1.602  4.534  -0.055
C  -0.881  2.832  4.287  -0.264
C  -1.069  3.760  5.307  -0.061
C  -1.858  4.889  5.128  -0.112
C  -2.482  5.097  3.909  -0.109
C  -2.299  4.183  2.879  -0.102
C  -1.496  3.056  3.042  -0.307
P  -1.179  1.805  1.722  1.099
C  -1.937  2.621  0.247  -0.318
C  -1.253  3.795  -0.097  -0.155
C  -1.535  4.514  -1.244  -0.112
C  -2.521  4.047  -2.102  -0.109
C  -3.193  2.878  -1.786  -0.066
C  -2.924  2.138  -0.629  -0.235
C  -3.704  0.866  -0.424  -0.045
C  -2.254  0.462  2.312  -0.362
C  -3.563  0.720  2.727  -0.136
C  -4.446  -0.299  3.028  -0.127
C  -3.993  -1.618  2.890  -0.107
C  -2.687  -1.885  2.547  -0.057
C  -1.737  -0.858  2.308  -0.353
C  -0.347  -1.178  2.063  -0.328
H  0.467  1.660  5.490  0.077
H  0.701  1.469  3.752  0.062
H  -0.674  0.704  4.525  0.082
H  -0.578  3.590  6.259  0.102
H  -1.981  5.600  5.937  0.088
H  -3.113  5.965  3.754  0.090
H  -2.793  4.352  1.930  0.095
H  -0.455  4.141  0.554  0.104
H  -0.964  5.404  -1.483  0.096
H  -2.757  4.581  -3.015  0.090
H  -3.953  2.502  -2.462  0.100
H  -4.245  0.616  -1.334  0.071
H  -4.420  0.955  0.393  0.069
H  -3.041  0.032  -0.198  0.060
H  -3.900  1.751  2.780  0.103
H  -5.463  -0.084  3.335  0.081
H  -4.672  -2.444  3.076  0.089
H  -2.349  -2.912  2.473  0.102
H  -0.108  -2.227  2.229  0.037
H  0.363  -0.530  2.581  -0.004
N  -0.946  -1.134  -1.282  -0.270
C  -1.831  -2.001  -1.745  -0.521
C  -2.042  -3.304  -1.174  -0.094
C  -2.925  -4.218  -1.714  -0.158
C  -3.678  -3.926  -2.857  -0.185
C  -3.517  -2.663  -3.429  -0.168
C  -2.635  -1.735  -2.903  -0.090
H  -1.471  -3.548  -0.285  0.089
H  -3.036  -5.188  -1.236  0.084
H  -4.376  -4.645  -3.269  0.061
H  -4.097  -2.399  -4.310  0.076
H  -2.519  -0.761  -3.371  0.079
S  1.286  -3.581  -2.028  0.679
C  0.632  -4.875  -2.750  -1.164
N  -0.327  -4.841  -3.713  -0.069
C  -0.521  -6.054  -4.476  -0.254
C  -0.335  -7.180  -3.463  -0.453
S  0.937  -6.562  -2.320  0.881
H  -0.495  -3.929  -4.115  0.134
H  0.210  -6.146  -5.288  0.110
H  -1.524  -6.071  -4.902  0.113
H  0.011  -8.098  -3.934  0.063
H  -1.256  -7.372  -2.914  0.070
N  0.328  2.591  -5.156  0.109
C  0.862  2.866  -3.906  -0.388
C  0.594  2.023  -2.814  -0.103
N  1.103  2.268  -1.632  0.051
C  1.908  3.326  -1.494  -0.152
C  2.167  4.144  -2.571  -0.144
N  1.641  3.928  -3.785  0.104
H  -0.509  2.032  -5.155  0.082
H  0.301  3.389  -5.769  0.077
H  -0.055  1.150  -2.899  0.093
H  2.337  3.497  -0.513  0.107
H  2.819  5.005  -2.475  0.092

Charge ... -2
Orbital gap ... 4.603 eV
E_tot ... -3839.00261 Eh
Multiplicity ... 1

Record 4
A molecular structure, C44H47AsCrN2O2PSi2 in a non-equilibrium geometry. Source: the Open Molecules 2025 dataset; level of theory: the ωB97M-V functional and the def2-TZVPD basis.

Each line ends with the Löwdin charge.
Element x y z (Å)
Cr  10.048  16.642  10.408  0.558
O  13.654  16.968  12.418  0.034
C  12.490  16.709  12.185  -0.669
O  12.007  16.389  11.026  -0.210
C  11.416  16.591  13.356  -0.224
P  9.702  17.005  12.843  1.028
C  8.463  16.152  13.920  -0.342
C  8.639  16.079  15.304  -0.093
C  7.580  15.582  16.116  -0.092
C  6.380  15.211  15.556  -0.092
C  6.265  15.211  14.148  -0.087
C  7.224  15.768  13.355  -0.099
C  9.538  18.734  13.351  -0.329
C  8.678  19.284  14.379  -0.047
C  8.765  20.666  14.611  -0.117
C  9.562  21.532  13.901  -0.108
C  10.375  21.003  12.908  -0.070
C  10.322  19.627  12.614  -0.084
H  11.739  17.239  14.170  0.086
H  11.297  15.609  13.742  0.066
H  9.575  16.434  15.718  0.104
H  7.723  15.445  17.205  0.106
H  5.600  14.762  16.154  0.096
H  5.347  14.861  13.672  0.106
H  6.952  16.003  12.334  0.088
H  7.953  18.681  14.916  0.093
H  8.100  21.000  15.381  0.088
H  9.530  22.631  14.093  0.114
H  11.000  21.646  12.275  0.110
H  10.960  19.210  11.839  0.099
C  7.371  14.402  7.456  -0.195
Si  7.527  15.187  9.152  0.362
C  8.536  14.008  10.236  -0.165
C  5.763  15.440  9.802  -0.184
N  8.398  16.660  9.225  -0.204
C  8.475  17.712  8.344  -0.307
C  7.412  18.269  7.614  -0.073
C  7.565  19.520  6.954  -0.151
C  8.832  20.094  6.890  -0.161
C  9.927  19.609  7.626  -0.106
C  9.833  18.402  8.323  -0.321
N  10.888  17.730  8.897  -0.174
Si  12.434  17.449  8.160  0.370
C  12.547  15.550  8.144  -0.202
C  13.747  18.344  9.079  -0.175
C  12.405  18.001  6.365  -0.182
H  7.131  13.319  7.496  0.024
H  8.318  14.519  6.848  0.044
H  6.595  14.821  6.812  0.013
H  8.724  13.049  9.707  0.037
H  8.009  13.799  11.168  0.016
H  9.500  14.372  10.527  -0.022
H  4.960  14.976  9.086  0.061
H  5.616  16.463  9.986  -0.006
H  5.668  14.829  10.700  -0.007
H  6.449  17.749  7.655  0.087
H  6.731  19.941  6.422  0.068
H  8.921  20.938  6.200  0.080
H  10.798  20.311  7.686  0.108
H  12.866  15.012  9.104  0.005
H  13.286  15.246  7.324  0.021
H  11.564  15.235  7.693  0.030
H  14.418  17.679  9.601  0.017
H  13.348  19.009  9.868  0.036
H  14.338  18.940  8.341  0.029
H  11.803  17.438  5.659  0.026
H  13.445  18.078  6.011  0.017
H  12.078  19.074  6.294  0.024
C  10.253  8.693  7.749  -0.096
C  10.629  9.838  7.085  -0.085
C  11.309  10.853  7.794  -0.110
C  11.881  10.579  9.039  -0.381
C  11.654  9.304  9.652  -0.095
C  10.775  8.425  9.038  -0.094
As  13.003  11.957  9.914  1.378
C  13.694  10.919  11.479  -0.342
C  13.005  10.590  12.658  -0.099
C  13.604  9.854  13.687  -0.099
C  14.912  9.429  13.552  -0.084
C  15.600  9.722  12.350  -0.008
C  14.969  10.440  11.312  -0.239
C  15.579  10.763  10.049  -0.196
C  16.900  10.414  9.637  -0.035
C  17.476  10.863  8.458  -0.094
C  16.706  11.719  7.647  -0.073
C  15.368  12.066  8.027  -0.091
C  14.796  11.562  9.178  -0.316
H  9.524  7.994  7.364  0.095
H  10.208  10.089  6.140  0.091
H  11.567  11.775  7.380  0.070
H  12.258  9.059  10.549  0.097
H  10.680  7.441  9.445  0.087
H  11.961  10.858  12.720  0.099
H  13.082  9.519  14.588  0.102
H  15.496  8.941  14.310  0.092
H  16.640  9.456  12.172  0.094
H  17.456  9.736  10.307  0.100
H  18.502  10.591  8.263  0.094
H  17.094  12.091  6.686  0.100
H  14.903  12.749  7.355  0.083

Charge ... -1
Orbital gap (spin up / spin down) ... 4.966 / 5.343 eV
E_tot ... -6165.59481 Eh
Multiplicity ... 5
Expectation value of S² ... 6.02